[1]
{
  "formula": "C18H22FNO5S",
  "method": "wB97M-V/def2-TZVPD",
  "elements": ["C", "H", "H", "H", "C", "C", "H", "O", "C", "C", "H", "H", "C", "C", "O", "H", "C", "H", "H", "H", "O", "S", "C", "H", "H", "H", "C", "C", "H", "H", "H", "C", "H", "F", "C", "O", "H", "C", "H", "O", "H", "N", "H", "C", "H", "C", "C", "C"],
  "positions_angstrom": [[-3.67, -0.84, 1.86], [-2.54, 0.97, 2.15], [2.87, -0.08, 3.09], [-1.64, -1.54, 1.76], [-0.78, -0.52, -0.18], [4.18, 1.34, 2.06], [2.92, 0.27, 0.18], [-0.21, 0.49, 0.15], [-2.54, -1.56, 1.14], [-3.03, 0.61, 0.07], [-2.07, -1.30, -4.75], [1.96, 2.18, 3.41], [-3.65, -2.46, -3.86], [-2.76, -1.38, -1.43], [1.04, -1.47, 2.01], [-4.36, -2.51, -0.57], [-3.40, 0.62, 1.56], [1.70, -0.96, -1.16], [-5.12, -3.46, -2.68], [-3.93, 0.63, -0.54], [3.77, 1.94, -0.49], [3.67, 2.58, 0.80], [1.61, -1.07, 1.02], [-2.75, -2.61, 0.91], [4.51, 1.87, 2.95], [-3.68, -1.06, 2.93], [1.79, 1.69, 2.45], [2.87, 0.61, 2.24], [4.97, 0.73, 1.65], [-4.25, 1.27, 1.76], [-3.98, -2.88, -4.80], [1.27, -1.60, -0.38], [1.61, -2.63, -0.49], [-1.13, -0.18, -2.66], [-2.58, -1.59, -3.85], [-0.15, -1.65, -0.51], [1.70, 3.71, 1.58], [-4.28, -2.79, -2.67], [1.31, 2.38, 0.45], [4.35, 3.83, 0.97], [-2.39, 1.45, -0.20], [2.60, -0.16, 1.04], [0.81, 1.22, 2.45], [-3.84, -2.25, -1.48], [-4.64, -1.13, 1.44], [1.91, 2.68, 1.30], [-2.16, -1.06, -2.64], [-2.28, -0.73, -0.15]],
  "mulliken_charge": [-0.63, 0.17, 0.50, 0.17, -0.99, -1.12, 0.35, -0.63, -1.19, -1.00, 0.46, 0.48, -0.36, -0.41, -0.69, 0.32, -0.61, 0.36, 0.42, 0.44, -0.70, 1.17, 0.39, 0.53, 0.46, 0.45, -0.56, -0.29, 0.41, 0.48, 0.40, -0.42, 0.27, -0.30, -0.96, -0.25, 0.54, -1.03, 0.09, -0.72, 0.31, -0.04, 0.14, -0.26, 0.24, -0.56, 0.35, 3.82],
  "charge": 0,
  "homo_energy_ev": -9.30,
  "total_energy_ha": -1628.150159,
  "max_force_ev_per_a": 0.83,
  "smiles": "O=C(COC(=O)C1(c2ccccc2F)CCCC1)N[C@@H]1CCS(=O)(=O)C1",
  "e_above_lowest_ev": 0.0000,
  "multiplicity": 1
}


[2]
{
  "formula": "C18H22N2O2",
  "method": "wB97M-V/def2-TZVPD",
  "elements": ["H", "C", "C", "C", "O", "H", "H", "C", "C", "H", "H", "C", "H", "C", "C", "H", "N", "H", "C", "C", "H", "C", "H", "H", "H", "H", "H", "H", "H", "H", "O", "C", "N", "C", "H", "H", "H", "C", "C", "H", "C", "C", "H", "C"],
  "positions_angstrom": [[3.42, -0.16, -1.52], [3.50, 1.40, 0.66], [4.89, -1.65, -1.08], [4.14, -0.52, -0.81], [1.66, 2.41, -1.22], [-4.59, 0.14, -0.93], [3.75, 1.81, 1.65], [6.02, -1.41, 1.01], [-2.19, 1.11, -1.12], [1.72, 0.41, 1.22], [-5.31, 2.08, 0.51], [5.83, -2.10, -0.17], [-5.48, -0.65, 1.87], [-0.81, 0.25, 0.44], [-0.10, 1.14, -0.34], [-3.00, 1.39, -1.76], [-0.97, 1.64, -1.28], [5.43, 0.26, 2.22], [-4.58, -0.53, -0.07], [-5.56, -0.01, 0.99], [6.75, -1.76, 1.73], [-4.11, -2.42, -1.69], [6.41, -2.98, -0.38], [-4.42, -3.41, -2.02], [3.69, 2.17, -0.09], [-4.88, -2.63, 0.30], [-0.46, -0.33, 1.26], [-6.58, -0.08, 0.61], [-4.18, -1.74, -2.54], [4.73, -2.18, -2.01], [-2.97, -1.33, 1.49], [5.27, -0.28, 1.29], [2.09, 1.11, 0.60], [4.33, 0.18, 0.38], [-3.06, -2.47, -1.38], [-6.03, -1.93, -0.85], [-0.67, 2.32, -1.97], [-4.98, -1.94, -0.54], [-5.25, 1.43, 1.38], [-5.97, 1.79, 2.12], [-3.19, -0.60, 0.54], [-2.14, 0.23, -0.05], [-4.25, 1.51, 1.80], [1.29, 1.61, -0.37]],
  "mulliken_charge": [0.36, -1.10, -0.54, -0.21, -0.72, 0.21, 0.40, -0.51, -0.78, 0.22, 0.28, -0.43, 0.31, -0.78, 0.39, 0.46, 0.01, 0.31, 0.77, -0.89, 0.37, -1.16, 0.37, 0.41, 0.37, 0.32, 0.43, 0.40, 0.28, 0.38, -0.66, -0.51, -0.08, 0.67, 0.28, 0.40, 0.23, -0.89, -1.14, 0.40, 0.31, 0.46, 0.28, 0.31],
  "charge": 0,
  "homo_energy_ev": -8.97,
  "total_energy_ha": -959.136947,
  "max_force_ev_per_a": 0.75,
  "smiles": "CCC(CC)C(=O)c1c[nH]c(C(=O)NCc2ccccc2)c1",
  "e_above_lowest_ev": 0.9052,
  "multiplicity": 1
}


[3]
{
  "formula": "C18H22N2O4",
  "method": "wB97M-V/def2-TZVPD",
  "elements": ["N", "H", "C", "H", "C", "H", "H", "O", "C", "C", "C", "O", "H", "C", "H", "H", "H", "C", "O", "H", "H", "H", "O", "N", "C", "H", "C", "C", "C", "H", "H", "H", "C", "H", "H", "C", "H", "H", "C", "H", "C", "C", "H", "C", "H", "C"],
  "positions_angstrom": [[1.30, -2.73, 0.34], [-2.40, 4.90, -3.72], [3.59, -1.85, 0.31], [-1.60, -4.16, 0.39], [-1.04, 1.86, 1.13], [-0.73, -4.33, -1.17], [4.53, -2.37, 0.52], [-1.54, -1.89, 1.49], [-1.21, 2.46, 2.51], [-1.18, 1.79, -3.22], [2.45, -2.43, 1.17], [-1.16, -2.42, -0.66], [2.74, -1.39, 3.04], [0.51, -3.80, 0.53], [4.54, -0.20, 1.36], [-1.33, -0.62, -2.11], [-0.76, 1.81, 3.25], [-1.81, 1.48, -2.01], [0.79, -4.75, 1.23], [-3.56, 4.35, -1.62], [-0.72, 3.43, 2.54], [1.60, 0.19, 0.68], [-0.36, 2.34, 0.26], [-1.76, 0.70, 0.97], [2.09, -1.32, 2.17], [1.06, -1.40, 2.49], [-2.24, 3.94, -3.25], [-1.62, -0.17, -0.12], [-1.57, 0.18, -1.42], [2.71, -3.36, 1.67], [2.49, 0.83, 2.05], [-2.06, 0.22, 1.82], [2.39, -0.03, 1.40], [3.37, -1.98, -0.74], [-2.26, 2.58, 2.74], [-1.38, 3.02, -3.83], [3.86, 0.27, -0.20], [0.98, -1.98, -0.26], [-2.89, 3.63, -2.07], [-3.20, 2.17, -0.54], [-0.82, -3.74, -0.25], [-2.67, 2.42, -1.45], [-0.51, 1.07, -3.68], [-1.45, -1.57, 0.33], [-0.88, 3.25, -4.75], [3.70, -0.36, 0.68]],
  "mulliken_charge": [-0.18, 0.39, -0.94, 0.32, 0.75, 0.33, 0.30, -0.67, -1.55, -0.55, -0.09, -0.47, 0.34, 0.58, 0.32, 0.55, 0.36, 0.34, -0.68, 0.39, 0.40, -0.20, -0.58, -0.07, -0.85, 0.33, -0.41, 0.09, -0.45, 0.52, 0.47, 0.32, -0.04, 0.31, 0.38, -0.59, 0.38, 0.28, -0.75, 0.48, -0.45, -0.09, 0.40, 0.65, 0.38, -0.73],
  "charge": 0,
  "homo_energy_ev": -8.64,
  "total_energy_ha": -1109.626025,
  "max_force_ev_per_a": 0.74,
  "smiles": "CC(=O)N/C(=C\\c1ccccc1)C(=O)OCC(=O)NC1CCCC1",
  "e_above_lowest_ev": 1.0679,
  "multiplicity": 1
}


[4]
{
  "formula": "C18H22N3OS3Sc",
  "method": "wB97M-V/def2-TZVPD",
  "elements": ["H", "C", "H", "N", "H", "C", "H", "H", "H", "H", "C", "C", "C", "N", "C", "H", "H", "C", "C", "H", "C", "O", "H", "C", "H", "H", "N", "C", "H", "H", "Sc", "S", "H", "C", "H", "H", "H", "S", "H", "H", "H", "C", "C", "C", "C", "C", "C", "S"],
  "positions_angstrom": [[-3.18, 0.59, -1.67], [-3.05, 0.77, -0.59], [2.79, -0.31, -3.35], [0.46, 2.36, 0.93], [2.32, -2.30, -1.97], [1.58, -2.97, 0.79], [2.56, -3.35, 0.48], [4.21, -0.75, 1.11], [-0.44, -3.53, 0.22], [1.29, -2.35, -3.41], [-4.58, -2.36, 0.85], [-1.82, 2.69, 0.06], [-2.30, -2.14, 1.53], [-2.13, -1.00, 0.83], [1.89, 4.25, 1.34], [-1.10, 5.24, 0.13], [4.22, 0.35, -1.22], [0.93, 5.13, 0.88], [0.51, -3.27, -0.26], [-3.56, -3.76, 2.13], [1.83, -0.36, -2.84], [-2.81, 3.39, 0.06], [-3.84, 1.47, -0.28], [1.61, 2.89, 1.38], [-1.44, -2.49, 2.11], [2.85, 4.61, 1.68], [-1.76, 1.39, -0.34], [-3.20, -0.52, 0.16], [-5.52, -2.88, 0.87], [1.06, 0.06, -3.48], [-0.27, 0.29, 0.36], [0.01, -1.94, -1.42], [3.61, -1.72, -0.23], [-0.29, 4.61, 0.47], [-5.26, -0.76, -0.39], [0.82, -4.11, -0.87], [1.11, 6.19, 0.85], [1.87, -1.23, 1.33], [1.32, -3.50, 1.72], [3.56, 1.32, 0.11], [2.34, 2.21, 1.81], [1.50, -1.80, -2.49], [-0.47, 3.24, 0.49], [3.40, 0.42, -0.50], [3.41, -0.84, 0.37], [-4.43, -1.18, 0.15], [-3.48, -2.85, 1.56], [1.87, 0.81, -1.44]],
  "mulliken_charge": [0.35, -0.88, 0.49, 0.00, 0.35, -0.70, 0.46, 0.52, 0.37, 0.51, -0.33, 0.17, -0.60, 0.21, -0.83, 0.51, 0.51, -0.39, -0.69, 0.45, -0.93, -0.61, 0.53, -0.43, 0.70, 0.44, -0.15, 0.61, 0.46, 0.44, 0.65, 0.00, 0.38, -0.57, 0.49, 0.52, 0.49, -0.04, 0.42, 0.35, 0.76, -0.63, 0.62, -0.81, -0.69, -0.86, -0.79, 0.14],
  "charge": 2,
  "homo_energy_ev": -15.46,
  "total_energy_ha": -2893.523106,
  "max_force_ev_per_a": 1.34,
  "e_above_lowest_ev": 0.3757,
  "multiplicity": 1
}


[5]
{
  "formula": "C18H22N4O5S",
  "method": "wB97M-V/def2-TZVPD",
  "elements": ["H", "H", "C", "H", "H", "C", "H", "H", "C", "C", "N", "N", "S", "H", "H", "H", "H", "H", "C", "C", "H", "H", "C", "N", "O", "C", "H", "H", "H", "C", "C", "H", "H", "H", "O", "C", "C", "C", "C", "O", "O", "N", "H", "C", "O", "H", "H", "C", "C", "C"],
  "positions_angstrom": [[5.21, -1.54, 0.12], [4.26, -0.03, -0.04], [-0.62, 0.35, -3.13], [-1.65, 3.68, -3.41], [-0.01, -0.97, -0.41], [2.53, -0.39, 2.18], [-2.84, 3.37, -4.69], [-1.58, -0.13, 6.84], [-2.92, 0.05, 5.17], [0.08, -1.27, -1.46], [1.91, 0.09, 1.14], [0.64, 0.31, 1.52], [4.15, -0.95, 2.16], [-3.73, 1.11, 1.19], [-3.79, -0.68, 1.19], [-3.81, 0.08, 5.78], [1.12, -3.11, -0.97], [3.67, 0.03, -1.94], [-1.92, 0.11, 2.98], [1.24, -2.25, -1.64], [-0.86, -1.72, -1.79], [-1.69, 1.21, -5.22], [-1.67, -0.06, 5.76], [0.32, -0.09, -2.27], [-1.94, 0.15, 1.63], [3.09, -1.91, -0.14], [0.44, -0.18, 5.41], [-0.58, 2.59, -5.42], [-4.03, 0.22, 3.36], [-0.54, -0.09, 4.97], [0.53, -0.03, 2.76], [1.70, 1.41, -2.66], [-2.76, 2.30, -3.28], [1.29, -2.60, -2.67], [1.73, -0.48, 3.25], [4.26, -1.05, 0.34], [1.57, 0.57, -1.99], [-0.65, 0.00, 3.59], [-1.17, 2.02, -4.70], [-0.21, 1.45, -3.81], [2.74, -2.87, 0.52], [2.49, -1.59, -1.31], [-2.93, 0.18, -0.10], [-3.18, 0.19, 0.96], [-1.69, -0.19, -3.30], [2.74, -0.80, -3.19], [1.56, 0.91, -0.95], [-3.04, 0.13, 3.79], [2.72, -0.44, -2.15], [-2.17, 2.90, -3.97]],
  "mulliken_charge": [0.37, 0.37, 0.71, 0.30, -0.31, 0.38, 0.38, 0.39, -0.64, -0.04, -0.08, -0.48, -0.20, 0.38, 0.41, 0.40, 0.47, 0.43, 0.56, -1.27, 0.60, 0.32, -0.70, 0.21, -0.29, 0.71, 0.44, 0.32, 0.41, -0.56, 0.85, 0.47, 0.29, 0.35, -0.37, -0.58, -0.28, 0.12, -0.28, -0.43, -0.66, 0.09, 0.14, -0.93, -0.67, 0.35, 0.08, -0.48, -0.93, -1.10],
  "charge": 0,
  "homo_energy_ev": -8.29,
  "total_energy_ha": -1692.529718,
  "max_force_ev_per_a": 1.50,
  "smiles": "CCOC(=O)N1CCN(C(=O)CSc2nnc(-c3ccccc3OC)o2)CC1",
  "e_above_lowest_ev": 2.2208,
  "multiplicity": 1
}


Q: Which value of charge does entry 1 give?
A: 0